This record from the OMol25 dataset describes a structure of composition C2H3NO2 in a non-equilibrium geometry. The level of theory is wB97M-V/def2-TZVPD.

The geometry in XYZ format:
```
8
Properties=species:S:1:pos:R:3:forces:R:3
C -0.9798 -0.3557 0.4232 -0.9214 0.5988 -2.3357
N -0.4477 -0.1666 -0.7476 -1.2136 -0.6610 1.0511
C 1.3599 0.1827 -0.1964 3.0563 -0.3393 4.2645
O 1.4227 -0.3386 0.9149 -0.2451 0.5602 -2.8742
O 1.8657 0.9505 -0.9288 -1.1669 -0.5449 -0.8248
H -0.6710 0.6834 -1.2546 -0.1710 0.3442 0.5160
H -1.5953 0.3886 0.9303 -0.1601 -0.0328 -0.1551
H -0.9545 -1.3442 0.8589 0.8218 0.0748 0.3582
```
Positions in Å, forces in eV/Å.

Results
DFT total energy, a.u.: -283.19196
E_LUMO, Eh: -0.023
Frontier orbital gap, eV: 10.4
Maximum force, hartree/bohr: 0.1022



This record from the OMol25 dataset describes a structure of composition Cl2N2O14Tl in a non-equilibrium geometry. The level of theory is wB97M-V/def2-TZVPD.

The geometry in XYZ format:
```
19
Properties=species:S:1:pos:R:3:forces:R:3
Tl 0.6098 1.2748 -3.1960 -0.4094 2.2384 -4.9336
N 0.7074 0.8081 0.1078 0.6470 -4.8651 -4.0163
O 1.0638 -0.3057 0.4778 1.4896 -2.0788 -0.1984
O 0.3507 1.4964 0.9245 -1.1232 6.8640 2.0703
O 0.5706 0.9307 -1.1675 2.1741 1.3313 7.2127
N 1.8642 -1.6501 -2.3214 3.1937 -4.2145 1.0067
O 2.0907 -2.4209 -3.2568 -1.1530 1.5271 -0.1792
O 2.3414 -1.9353 -1.2171 0.4581 -0.5373 1.2788
O 1.2792 -0.6023 -2.2822 -1.1724 0.0404 -3.0127
Cl -0.0483 0.4809 3.4900 1.0174 2.9484 3.5265
O 1.1489 1.3597 3.8463 -2.7284 -2.0475 -1.3307
O -0.6630 0.0679 4.7975 0.1379 1.3404 -2.7838
O -0.9187 1.2473 2.5160 -0.0028 -1.7227 3.4974
O 0.3247 -0.7343 2.8612 0.5699 -0.9890 -1.2059
Cl -2.0696 -0.0233 -1.0864 -6.8171 -0.9252 0.1835
O -1.5728 -1.2950 -1.3295 4.8709 -2.2914 1.2874
O -3.3558 -0.2378 -1.6512 -2.6457 1.8414 -1.5559
O -2.3273 0.5000 0.1983 1.3196 -0.8999 2.5619
O -1.3960 1.0391 -1.7115 0.1738 2.4399 -3.4089
```
Positions in Å, forces in eV/Å.

Results
DFT total energy, a.u.: -2254.63611
E_LUMO, Eh: -0.113
Frontier orbital gap, eV: 3.8
Maximum force, hartree/bohr: 0.1488
Total charge: -1